No. 1
DFT (ωB97M-V with the def2-TZVPD basis set) results for a cluster of 9 separate species, C20H60F6N4O8P in total at a distorted geometry.

Structure (XYZ):
```
99
Properties=species:S:1:pos:R:3:mulliken_charge:R:1
P 0.849 0.016 1.425 1.25
F 1.584 -0.121 2.927 -0.37
F 0.328 -1.524 1.574 -0.36
F -0.613 0.560 2.143 -0.41
F 0.066 0.171 0.022 -0.36
F 1.425 1.562 1.132 -0.38
F 2.165 -0.567 0.609 -0.37
C 2.620 -5.873 -0.508 -0.53
O 3.909 -6.537 -0.332 -0.50
H 2.807 -4.883 -0.924 0.26
H 2.088 -6.504 -1.220 0.23
H 1.991 -5.800 0.379 0.25
H 4.161 -6.777 -1.227 0.28
C -1.377 -0.368 6.693 -0.56
O -0.974 1.007 6.612 -0.47
H -0.481 -0.978 6.804 0.27
H -2.007 -0.525 7.568 0.23
H -1.937 -0.675 5.809 0.21
H -0.039 0.857 6.457 0.32
C 3.048 2.189 -3.976 -0.45
O 4.166 3.044 -4.036 -0.52
H 2.841 1.756 -4.955 0.23
H 3.214 1.335 -3.320 0.20
H 2.264 2.790 -3.514 0.25
H 4.004 3.849 -4.533 0.29
C 3.809 -5.200 4.346 -0.42
O 3.880 -6.490 3.874 -0.52
H 2.994 -4.716 3.807 0.20
H 3.585 -5.225 5.412 0.20
H 4.763 -4.703 4.172 0.22
H 3.902 -6.506 2.914 0.31
C -0.966 -4.599 -4.487 -1.34
C 0.212 -4.306 -5.474 0.31
C 0.376 -5.391 -6.592 -0.74
O 0.616 -6.692 -6.146 -0.28
C 0.718 -7.714 -7.186 -0.73
N -0.015 -3.021 -6.013 -0.76
H -0.963 -5.617 -4.097 0.31
H -1.878 -4.397 -5.048 0.39
H -0.901 -3.899 -3.655 0.39
H 1.161 -4.310 -4.939 0.32
H 1.198 -5.077 -7.235 0.36
H -0.514 -5.357 -7.221 0.29
H -0.146 -7.637 -7.846 0.32
H 0.636 -8.707 -6.744 0.24
H 1.655 -7.637 -7.739 0.28
H -0.088 -2.415 -5.208 0.32
H -1.003 -3.070 -6.220 0.31
C -2.824 5.612 0.729 -1.56
C -3.247 5.905 2.149 0.55
C -4.770 5.774 2.440 -0.86
O -5.078 5.953 3.865 -0.31
C -6.459 6.101 4.004 -0.71
N -2.510 5.045 3.064 -0.66
H -3.104 6.391 0.021 0.39
H -3.166 4.632 0.396 0.40
H -1.737 5.609 0.644 0.41
H -2.966 6.930 2.391 0.28
H -5.136 4.804 2.104 0.32
H -5.340 6.435 1.786 0.40
H -6.672 6.374 5.037 0.27
H -7.046 5.204 3.804 0.26
H -6.835 6.912 3.380 0.31
H -1.558 5.369 2.977 0.26
H -2.326 4.235 2.490 0.25
C 7.591 2.590 0.141 -1.32
C 7.692 4.131 0.037 0.37
C 8.574 4.423 -1.194 -0.66
O 9.892 3.943 -1.194 -0.38
C 10.710 4.697 -0.320 -0.72
N 6.357 4.674 -0.237 -0.74
H 8.539 2.109 0.381 0.32
H 7.183 1.988 -0.671 0.32
H 6.879 2.350 0.930 0.43
H 8.130 4.582 0.927 0.19
H 8.620 5.511 -1.169 0.39
H 8.169 4.048 -2.135 0.35
H 10.273 4.758 0.677 0.27
H 10.784 5.750 -0.592 0.30
H 11.727 4.326 -0.197 0.30
H 5.689 4.216 0.366 0.30
H 6.152 4.233 -1.122 0.27
C -9.614 -0.957 0.943 -1.38
C -8.465 -0.815 1.992 0.41
C -7.041 -1.205 1.470 -0.65
O -7.050 -2.569 0.945 -0.33
C -5.961 -2.828 0.065 -0.79
N -8.539 0.539 2.497 -0.69
H -9.441 -0.368 0.042 0.33
H -10.567 -0.607 1.340 0.36
H -9.657 -1.989 0.597 0.35
H -8.706 -1.573 2.737 0.23
H -6.349 -1.073 2.301 0.34
H -6.703 -0.551 0.666 0.35
H -6.149 -2.364 -0.903 0.32
H -5.938 -3.900 -0.132 0.27
H -4.941 -2.588 0.365 0.33
H -8.458 1.251 1.786 0.26
H -7.736 0.666 3.096 0.28
```

Summary:
**Molecular weight**: 629.68 g/mol
**HOMO energy**: -0.2803 Ha
**Charge**: -1
**Maximum force**: 3.24 eV Å⁻¹
**DFT total energy**: -69649.239 eV
**Orbital gap**: 9.758 eV


No. 2
DFT (ωB97M-V with the def2-TZVPD basis set) results for a cluster of 2 separate species, C7H10N3S in total at a distorted geometry.

Structure (XYZ):
```
21
Properties=species:S:1:pos:R:3:mulliken_charge:R:1
C 1.160 0.789 -1.532 -0.33
C 1.426 0.894 -0.192 0.57
C -1.458 -0.612 0.022 0.10
C -1.613 1.712 -0.113 -0.15
C -2.928 1.388 -0.333 -0.37
C 2.855 1.010 0.318 -1.14
C 1.032 0.497 -2.690 0.00
N 0.485 0.706 0.737 -0.80
N -0.836 0.537 0.128 0.57
N -0.486 -3.037 1.582 -0.86
S -3.103 -0.363 -0.432 -0.01
H -0.992 2.667 -0.114 0.34
H -3.780 1.974 -0.684 0.41
H 3.352 1.830 -0.174 0.35
H 2.774 1.254 1.367 0.37
H 3.420 0.018 0.173 0.27
H 0.851 0.217 -3.688 0.43
H -0.889 -3.791 1.004 0.26
H -0.945 -2.979 2.460 0.25
H -0.885 -1.512 0.388 0.49
H 0.562 -3.197 1.774 0.25
```

Summary:
**Molecular weight**: 168.25 g/mol
**HOMO energy**: -0.5040 Ha
**Charge**: +1
**Maximum force**: 4.08 eV Å⁻¹
**DFT total energy**: -22716.668 eV
**Orbital gap**: 9.741 eV


No. 3
DFT (ωB97M-V with the def2-TZVPD basis set) results for a cluster of 2 separate species, C7H16N2S in total at a distorted geometry.

Structure (XYZ):
```
26
Properties=species:S:1:pos:R:3:mulliken_charge:R:1
C -1.810 1.451 0.699 0.53
C -3.011 1.280 -0.092 -1.13
C 1.918 -1.537 -0.703 -1.67
C -0.332 -1.372 -1.593 -1.31
C 0.114 -1.851 0.785 -1.52
C 0.702 0.547 -0.155 -1.05
C 0.568 -0.927 -0.396 1.87
N -1.551 1.752 1.842 -0.51
N 1.596 2.678 0.946 -0.51
S 1.322 1.027 1.401 -0.02
H -3.777 2.121 0.369 0.31
H -2.797 1.488 -1.076 0.33
H -3.314 0.351 0.094 0.31
H 1.924 -2.360 -1.373 0.39
H 2.522 -0.806 -1.395 0.35
H 2.535 -1.687 0.219 0.37
H -1.322 -0.704 -1.590 0.10
H -0.673 -2.444 -1.585 0.36
H 0.306 -1.138 -2.497 0.41
H -0.667 -1.277 1.385 0.29
H -0.220 -2.867 0.384 0.40
H 1.031 -2.147 1.489 0.32
H 1.144 1.095 -0.894 0.56
H -0.581 1.605 2.047 0.29
H 2.284 2.999 1.622 0.28
H 2.089 2.722 0.067 0.26
```

Summary:
**Molecular weight**: 160.29 g/mol
**HOMO energy (spin up / spin down)**: -0.2577 / -0.2518 Ha
**Charge**: 0
**Maximum force**: 6.39 eV Å⁻¹
**DFT total energy**: -21328.356 eV
**Orbital gap (spin up / spin down)**: 7.600 / 7.343 eV


No. 4
DFT (ωB97M-V with the def2-TZVPD basis set) results for a structure of composition C24H12Co2N2O6 at a distorted geometry.

Structure (XYZ):
```
46
Properties=species:S:1:pos:R:3:mulliken_charge:R:1
C -0.381 0.325 -1.775 1.30
C -1.413 1.238 -2.277 -0.49
N -2.299 1.763 -2.831 -0.71
C 0.917 0.488 -2.608 -0.38
C 1.690 -0.636 -2.948 -0.29
C 2.984 -0.456 -3.433 -0.63
C 3.475 0.839 -3.632 0.51
C 4.846 1.051 -3.990 0.06
N 5.982 1.227 -4.207 -0.61
C 2.629 1.938 -3.474 -0.66
C 1.323 1.759 -3.012 -0.33
H -0.736 -0.693 -2.016 0.47
H 1.285 -1.646 -2.817 0.35
H 3.616 -1.316 -3.655 0.41
H 2.974 2.939 -3.723 0.41
H 0.628 2.600 -2.932 0.38
O -3.250 -4.201 1.946 -0.53
C -2.461 -3.392 1.682 0.27
Co -1.868 -1.883 0.903 0.05
C -3.086 -1.702 -0.368 -0.28
O -3.898 -1.593 -1.179 -0.44
C -2.595 -0.875 2.165 0.01
O -3.119 -0.263 3.001 -0.46
C -0.080 -2.078 0.607 -0.57
C -0.545 -0.842 0.310 -0.72
C -0.133 0.396 -0.319 2.46
C -0.669 1.568 0.588 0.27
C -1.089 2.847 0.187 -0.43
C -1.182 3.882 1.132 -0.81
C -0.953 3.624 2.488 -0.39
C -0.656 2.327 2.910 -0.79
C -0.523 1.318 1.956 -0.81
Co -0.221 -3.062 2.345 -0.11
C -0.459 -4.695 2.941 0.28
O -0.675 -5.761 3.330 -0.48
C -0.559 -2.011 3.718 -0.01
O -0.727 -1.370 4.669 -0.42
C 1.527 -3.119 2.482 0.20
O 2.672 -3.159 2.595 -0.46
H 0.610 -2.618 -0.062 0.48
H 0.976 0.448 -0.171 0.17
H -1.345 3.059 -0.846 0.32
H -1.432 4.894 0.808 0.36
H -1.026 4.426 3.224 0.33
H -0.513 2.088 3.967 0.41
H -0.241 0.325 2.321 0.30
```

Summary:
**Molecular weight**: 542.23 g/mol
**HOMO energy**: 0.0372 Ha
**Charge**: -2
**Maximum force**: 6.46 eV Å⁻¹
**DFT total energy**: -115597.286 eV
**Orbital gap**: 3.185 eV


No. 5
DFT (ωB97M-V with the def2-TZVPD basis set) results for a structure of composition C4H5HgO6 at a distorted geometry.

Structure (XYZ):
```
16
Properties=species:S:1:pos:R:3:mulliken_charge:R:1
C -3.418 0.000 0.433 -0.33
C -4.869 0.281 0.766 -0.36
O -4.998 -0.062 2.181 -0.25
O -2.669 0.040 1.636 -0.55
H -3.065 0.773 -0.263 0.32
H -3.334 -1.003 -0.013 0.26
H -5.562 -0.357 0.210 0.31
H -5.084 1.352 0.672 0.35
H -3.715 -0.061 2.478 0.52
C -6.195 0.227 2.853 1.05
O -7.220 0.311 2.190 -0.57
O -6.167 -0.168 4.050 -0.61
Hg -7.898 -0.575 4.522 1.19
O -0.581 0.043 0.319 -0.50
O -0.403 0.144 2.573 -0.50
C -0.901 0.085 1.479 0.68
```

Summary:
**Molecular weight**: 349.67 g/mol
**HOMO energy**: -0.4492 Ha
**Charge**: +1
**Maximum force**: 6.47 eV Å⁻¹
**DFT total energy**: -20674.875 eV
**Orbital gap**: 2.445 eV


No. 6
DFT (ωB97M-V with the def2-TZVPD basis set) results for an isolated molecule of C6H6O2 at a distorted geometry.

Structure (XYZ):
```
14
Properties=species:S:1:pos:R:3:mulliken_charge:R:1
C -2.355 0.493 0.315 -0.95
C -1.326 -0.285 -0.557 0.26
O -1.568 -0.742 -1.576 -0.43
C 0.031 -0.224 -0.012 0.26
C 0.703 -0.766 1.038 -0.40
C 2.070 -0.253 1.062 -0.48
C 2.021 0.712 0.075 0.01
O 0.919 0.786 -0.488 -0.24
H -2.025 1.469 0.406 0.34
H -3.419 0.535 -0.225 0.26
H -2.407 -0.015 1.406 0.29
H 0.357 -1.510 1.571 0.61
H 2.913 -0.433 2.001 0.22
H 2.916 1.541 -0.171 0.25
```

Summary:
**Molecular weight**: 110.11 g/mol
**HOMO energy**: -0.3287 Ha
**Charge**: 0
**Maximum force**: 8.23 eV Å⁻¹
**SMILES**: CC(=O)c1ccco1
**DFT total energy**: -10410.791 eV
**Orbital gap**: 9.849 eV


No. 7
DFT (ωB97M-V with the def2-TZVPD basis set) results for the ion C9H17N6 with charge +1 at a distorted geometry.

Structure (XYZ):
```
32
Properties=species:S:1:pos:R:3:mulliken_charge:R:1
N -2.087 -1.780 0.179 -0.46
C -1.742 -0.328 0.521 0.50
N -2.222 0.288 1.699 -0.60
C -1.541 0.530 -0.635 -1.11
N -1.879 0.316 -1.938 -0.50
N -2.097 1.875 -0.216 0.02
C -0.342 0.124 0.098 0.57
N 0.344 1.226 0.795 -0.71
C 1.551 0.952 0.772 0.38
C 2.789 1.687 0.354 -0.54
C 2.827 0.705 -0.861 -0.91
C 1.930 -0.264 -0.047 0.42
C 2.274 -1.716 0.352 -0.35
C 0.783 -2.088 0.191 -0.53
N 0.608 -0.746 -0.456 -0.09
H -2.476 -2.130 1.034 0.24
H -2.685 -1.800 -0.654 0.17
H -3.255 0.103 1.674 0.30
H -1.715 -0.095 2.494 0.29
H -2.624 -0.367 -2.052 0.21
H -1.062 0.305 -2.545 0.26
H -2.879 2.055 -0.832 0.39
H -1.399 2.547 -0.474 0.35
H -2.259 1.666 0.765 0.42
H 2.615 2.761 0.063 0.28
H 3.741 1.731 1.090 0.27
H 2.421 1.140 -1.898 0.23
H 3.869 0.420 -1.078 0.34
H 2.646 -1.913 1.367 0.25
H 3.089 -2.164 -0.449 0.31
H 0.425 -2.828 -0.503 0.37
H 0.351 -2.208 1.191 0.21
```

Summary:
**Molecular weight**: 209.28 g/mol
**HOMO energy**: -0.4375 Ha
**Charge**: +1
**Maximum force**: 4.34 eV Å⁻¹
**SMILES**: NC1(N)[C@@](N)([NH3+])[C@@]12N=C1CC[C@@]13CCN32
**DFT total energy**: -18538.692 eV
**Orbital gap**: 9.113 eV


No. 8
DFT (ωB97M-V with the def2-TZVPD basis set) results for a structure of composition C32H35BO2 at a distorted geometry.

Structure (XYZ):
```
70
Properties=species:S:1:pos:R:3:mulliken_charge:R:1
C 1.105 2.472 0.194 -1.79
C 0.848 0.980 0.342 1.52
C -0.514 0.791 -0.281 -1.25
C 2.013 -0.003 -0.118 1.94
C 1.517 -1.393 -0.628 -1.43
C 2.951 0.625 -1.126 -1.83
O 2.746 -0.326 1.087 -0.83
B 1.680 -0.392 1.958 0.98
C 1.221 -1.298 3.091 0.75
C -0.157 -1.461 3.339 -0.19
C -0.590 -1.992 4.540 -0.68
C 0.340 -2.347 5.526 -0.47
C 1.701 -2.319 5.220 -0.51
C 2.147 -1.759 4.031 -0.69
C -1.032 4.051 0.315 -0.85
C -1.585 3.804 1.699 0.55
C -0.644 3.271 2.596 -0.28
C -0.994 2.622 3.772 -0.26
C -2.311 2.676 4.219 -0.63
C -3.241 3.419 3.474 -0.27
C -2.893 4.013 2.240 -0.62
O 0.708 0.609 1.697 -0.44
H 1.334 2.724 -0.843 0.57
H 0.053 3.226 0.351 -0.40
H 1.917 2.833 0.842 0.48
H -0.547 1.241 -1.277 0.31
H -0.727 -0.270 -0.374 0.05
H -1.293 1.240 0.346 0.26
H 1.306 -1.419 -1.709 -0.14
H 2.263 -2.197 -0.436 0.34
H 0.616 -1.722 -0.077 0.42
H 2.393 0.749 -2.070 0.19
H 3.315 1.604 -0.771 0.41
H 3.824 -0.018 -1.310 0.47
H -0.869 -1.138 2.571 0.23
H -1.656 -2.142 4.690 0.39
H 0.013 -2.682 6.491 0.41
H 2.436 -2.751 5.891 0.36
H 3.200 -1.649 3.775 0.38
H -0.551 5.052 0.250 0.32
H -1.677 3.827 -0.533 0.34
H 0.405 3.329 2.299 0.42
H -0.226 2.087 4.300 0.36
H -2.630 2.119 5.096 0.39
H -4.268 3.536 3.861 0.34
H -3.639 4.649 1.725 0.35
C -0.845 -0.460 -2.912 -0.86
C 0.215 -0.500 -3.913 0.60
C 0.552 0.743 -4.551 -0.50
C 1.601 0.819 -5.463 -0.62
C 2.414 -0.311 -5.703 -0.43
C 2.099 -1.548 -5.104 -0.98
C 0.956 -1.647 -4.319 -0.20
C -1.417 -1.707 -2.391 1.45
C -2.798 -1.705 -2.024 -0.70
C -3.411 -2.821 -1.478 -0.75
C -2.714 -4.027 -1.328 -0.40
C -1.379 -4.099 -1.728 -1.22
C -0.716 -2.951 -2.178 0.17
H -1.534 0.409 -2.944 0.56
H -0.041 1.639 -4.313 0.32
H 1.822 1.767 -5.991 0.34
H 3.266 -0.240 -6.395 0.37
H 2.736 -2.416 -5.278 0.42
H 0.651 -2.646 -4.034 0.65
H -3.351 -0.779 -2.162 0.36
H -4.456 -2.771 -1.180 0.39
H -3.206 -4.921 -0.931 0.38
H -0.825 -5.049 -1.678 0.37
H 0.374 -3.051 -2.276 0.34
```

Summary:
**Molecular weight**: 462.44 g/mol
**HOMO energy**: -0.1954 Ha
**Charge**: 0
**Maximum force**: 2.61 eV Å⁻¹
**DFT total energy**: -38518.687 eV
**Orbital gap**: 2.527 eV